(1)
DFT (the ωB97M-V functional and the def2-TZVPD basis) results for an isolated molecule of C2H3N3O2.

* E_HOMO: -9.83 eV
* gap between HOMO and LUMO: 10.167 eV
* SMILES: Nc1nc(=O)[nH]o1

The geometry in ORCA input format:
```
! RIJCOSX wB97M-V def2-TZVPD def2/J DEFGRID3
* xyz 0 1
N 0.697 -1.657 0.687
C 0.298 -0.508 0.122
N 0.923 0.617 0.217
C 0.007 1.569 -0.298
O 0.052 2.793 -0.104
N -0.944 0.914 -0.984
O -0.827 -0.444 -0.668
H 1.580 -1.787 1.190
H 0.110 -2.654 0.700
H -1.897 1.157 -0.862
*
```

(2)
DFT (the ωB97M-V functional and the def2-TZVPD basis) results for an isolated molecule of C3H9NS.

* E_HOMO: -8.55 eV
* gap between HOMO and LUMO: 9.513 eV
* SMILES: CSCCN

The geometry in ORCA input format:
```
! RIJCOSX wB97M-V def2-TZVPD def2/J DEFGRID3
* xyz 0 1
C -0.484 -2.155 -0.138
S 0.580 -0.811 -0.731
C -0.414 0.699 -0.698
C -0.643 1.383 0.703
N 0.549 1.827 1.495
H -1.015 -1.539 0.677
H -1.217 -2.665 -0.763
H 0.066 -2.895 0.264
H 0.006 1.356 -1.492
H -1.360 0.339 -1.094
H -1.287 2.219 0.572
H -1.322 0.628 1.161
H 1.244 2.235 0.858
H 1.011 0.956 1.862
*
```

(3)
DFT (the ωB97M-V functional and the def2-TZVPD basis) results for a structure of composition C16H23BN4O4S.

* E_HOMO: -8.08 eV
* gap between HOMO and LUMO: 6.811 eV

The geometry in ORCA input format:
```
! RIJCOSX wB97M-V def2-TZVPD def2/J DEFGRID3
* xyz 0 1
C -0.499 -4.730 2.432
C -1.147 -3.889 1.816
C -1.958 -2.582 1.584
C -3.480 -2.603 1.787
C -4.360 -1.402 1.630
C -5.893 -1.613 1.920
B -6.896 -0.856 0.905
O -8.275 -0.741 1.292
O -6.545 -0.259 -0.324
C -3.690 -0.096 1.246
N -4.322 1.138 1.086
S -3.054 2.198 0.713
N -1.680 1.215 0.720
C -2.175 -0.071 1.040
C -1.279 -1.307 1.205
C 0.284 -1.182 1.012
O 0.744 -0.218 2.024
N 2.021 -0.562 2.422
O 2.286 0.182 3.308
H -0.023 -5.609 2.942
H -3.954 -3.589 2.087
H -6.089 -1.372 3.020
H -6.091 -2.734 1.819
H -8.319 -1.086 2.211
H -6.817 0.684 -0.353
H 0.803 -2.172 1.190
H 0.555 -0.748 -0.008
C 3.482 1.998 0.605
C 3.586 1.036 -0.573
N 2.838 1.467 -1.746
C 2.692 0.423 -2.754
C 3.960 -0.091 -3.434
C 3.157 2.792 -2.261
C 4.606 3.072 -2.664
H 2.437 2.194 0.861
H 3.965 1.562 1.482
H 3.975 2.950 0.399
H 3.185 0.074 -0.236
H 4.648 0.869 -0.803
H 1.991 0.763 -3.525
H 2.192 -0.431 -2.282
H 4.354 0.627 -4.153
H 3.731 -1.004 -3.992
H 4.746 -0.338 -2.718
H 2.869 3.530 -1.505
H 2.506 3.016 -3.112
H 5.323 2.717 -1.921
H 4.755 4.151 -2.767
H 4.853 2.625 -3.626
*
```

(4)
DFT (the ωB97M-V functional and the def2-TZVPD basis) results for a structure of composition C3H3NOS2.

* E_HOMO: -8.63 eV
* gap between HOMO and LUMO: 7.512 eV

The geometry in ORCA input format:
```
! RIJCOSX wB97M-V def2-TZVPD def2/J DEFGRID3
* xyz 0 1
C -0.187 0.560 1.635
C -0.078 0.369 0.152
C -0.018 -1.120 -1.690
H -0.153 1.689 2.193
H -0.966 -1.320 -2.524
H 0.918 -1.871 -1.472
N 0.685 1.218 -0.554
O -0.671 -0.749 -0.316
S -0.515 -0.668 2.629
S 0.670 0.675 -2.152
*
```

Among the records above, which one has the lowest E_HOMO? C2H3N3O2

Which value of E_HOMO does entry 3 give? -8.08 eV